C24H53BBrINO | the ωB97M-V functional and the def2-TZVPD basis

Calculated values
**2S+1**: 1
**Kohn-Sham gap**: 0.2735 hartree
**Total charge**: -1
**F_max**: 1.2 eV Å⁻¹

Last columns: bonded neighbours and bond lengths (Å).
Positions of all 82 atoms, in Å:
1 C -3.914 1.931 0.848  C2 1.527, H23 1.084, H24 1.086, H25 1.089
2 C -3.255 0.586 0.552  C1 1.527, C3 1.541, H26 1.088, H27 1.090
3 C -2.025 0.704 -0.369  C2 1.541, C4 1.533, H28 1.089, H29 1.088
4 C -0.713 0.385 0.359  C3 1.533, C5 1.550, H30 1.088, H31 1.091
5 C -0.148 1.584 1.163  C4 1.550, B6 1.690, H32 1.091, H33 1.087
6 B 1.099 2.474 0.450  C5 1.690, C7 1.654, C15 1.646, C19 1.670
7 C 2.509 1.808 1.002  B6 1.654, C8 1.535, H34 1.094, H35 1.088
8 C 3.010 0.578 0.232  C7 1.535, C9 1.548, H36 1.089, H37 1.089
9 C 3.937 -0.334 1.071  C8 1.548, C10 1.523, H38 1.088, H39 1.091
10 C 5.335 -0.478 0.484  C9 1.523, C11 1.520, H40 1.087, H41 1.090
11 C 6.058 -1.687 1.055  C10 1.520, O12 1.422, H42 1.087, H43 1.094
12 O 7.475 -1.674 0.936  C11 1.422, C13 1.422
13 C 7.961 -1.512 -0.391  O12 1.422, C14 1.528, H44 1.087, H45 1.089
14 C 8.507 -0.104 -0.625  C13 1.528, H46 1.084, H47 1.083, H48 1.085
15 C 0.906 2.387 -1.182  B6 1.646, C16 1.536, H49 1.088, H50 1.089
16 C 1.626 3.379 -2.108  C15 1.536, C17 1.531, Br18 1.965, H51 1.081
17 C 0.820 4.639 -2.435  C16 1.531, H52 1.084, H53 1.087, H54 1.084
18 Br 3.425 3.925 -1.536  C16 1.965
19 C 0.927 4.045 0.988  B6 1.670, C20 1.518, H55 1.093, H56 1.090
20 C 1.658 4.455 2.253  C19 1.518, C21 1.534, I22 2.161, H57 1.083
21 C 1.531 5.963 2.507  C20 1.534, H58 1.085, H59 1.088, H60 1.085
22 I 0.908 3.511 4.047  C20 2.161
23 H -3.211 2.581 1.356  C1 1.084
24 H -4.234 2.436 -0.059  C1 1.086
25 H -4.741 1.775 1.539  C1 1.089
26 H -2.990 0.160 1.518  C2 1.088
27 H -4.016 -0.062 0.118  C2 1.090
28 H -2.158 0.036 -1.219  C3 1.089
29 H -2.024 1.727 -0.739  C3 1.088
30 H 0.008 -0.077 -0.312  C4 1.088
31 H -0.980 -0.397 1.071  C4 1.091
32 H -1.002 2.217 1.407  C5 1.091
33 H 0.185 1.183 2.116  C5 1.087
34 H 3.335 2.524 0.983  C7 1.094
35 H 2.423 1.518 2.047  C7 1.088
36 H 2.196 -0.049 -0.128  C8 1.089
37 H 3.583 0.902 -0.636  C8 1.089
38 H 4.019 0.025 2.094  C9 1.088
39 H 3.500 -1.332 1.135  C9 1.091
40 H 5.921 0.418 0.671  C10 1.087
41 H 5.235 -0.581 -0.596  C10 1.090
42 H 5.856 -1.717 2.124  C11 1.087
43 H 5.633 -2.598 0.624  C11 1.094
44 H 7.206 -1.770 -1.129  C13 1.087
45 H 8.783 -2.218 -0.505  C13 1.089
46 H 8.666 0.343 0.349  C14 1.084
47 H 9.442 -0.127 -1.172  C14 1.083
48 H 7.796 0.525 -1.152  C14 1.085
49 H 1.113 1.395 -1.579  C15 1.088
50 H -0.152 2.548 -1.380  C15 1.089
51 H 1.791 2.886 -3.055  C16 1.081
52 H 1.122 5.489 -1.835  C17 1.084
53 H 0.972 4.899 -3.479  C17 1.087
54 H -0.239 4.446 -2.305  C17 1.084
55 H -0.123 4.303 1.149  C19 1.093
56 H 1.278 4.765 0.248  C19 1.090
57 H 2.719 4.243 2.216  C20 1.083
58 H 1.630 6.484 1.561  C21 1.085
59 H 2.266 6.325 3.222  C21 1.088
60 H 0.547 6.206 2.895  C21 1.085
61 C -5.763 -6.801 -1.582  C62 1.522, H68 1.091, H69 1.091, H70 1.091
62 C -5.155 -5.783 -0.627  C61 1.522, N63 1.449, H71 1.093, H72 1.102
63 N -4.751 -4.556 -1.283  C62 1.449, C64 1.455, C66 1.452
64 C -3.911 -3.705 -0.454  N63 1.455, C65 1.532, H73 1.093, H74 1.095
65 C -4.517 -3.116 0.823  C64 1.532, H75 1.089, H76 1.091, H77 1.091
66 C -5.787 -3.879 -2.042  N63 1.452, C67 1.534, H78 1.094, H79 1.092
67 C -7.069 -3.467 -1.305  C66 1.534, H80 1.091, H81 1.093, H82 1.089
68 H -5.091 -6.996 -2.420  C61 1.091
69 H -5.934 -7.742 -1.058  C61 1.091
70 H -6.723 -6.470 -1.979  C61 1.091
71 H -4.262 -6.229 -0.181  C62 1.093
72 H -5.861 -5.609 0.201  C62 1.102
73 H -3.528 -2.890 -1.074  C64 1.093
74 H -3.030 -4.291 -0.176  C64 1.095
75 H -5.219 -2.312 0.608  C65 1.089
76 H -3.723 -2.687 1.437  C65 1.091
77 H -5.025 -3.869 1.427  C65 1.091
78 H -6.070 -4.524 -2.878  C66 1.094
79 H -5.344 -2.997 -2.509  C66 1.092
80 H -7.458 -4.269 -0.676  C67 1.091
81 H -7.845 -3.219 -2.033  C67 1.093
82 H -6.921 -2.586 -0.682  C67 1.089